(1)
Molecular formula: C32H35BrIrN6O3SSb
Method: DFT, ωB97M-V/def2-TZVPD

Each line ends with the Mulliken spin population.
Geometry (Å):
Ir (-0.081, 0.255, -1.212)  -0.01
N (1.799, 0.689, -6.100)  0.00
N (1.051, 0.158, -5.087)  0.00
N (0.021, -0.634, -5.353)  0.00
C (-0.443, -0.852, -4.136)  0.00
N (0.304, -0.228, -3.212)  -0.02
N (1.269, 0.457, -3.858)  0.00
H (1.690, 0.165, -6.955)  0.00
H (2.723, 0.962, -5.806)  0.00
H (-1.296, -1.484, -3.921)  0.00
C (2.976, 0.124, -0.988)  0.02
C (3.322, -1.052, -0.130)  -0.01
C (4.602, -1.591, -0.223)  0.00
C (4.982, -2.666, 0.571)  0.00
C (4.087, -3.231, 1.468)  0.00
C (2.806, -2.709, 1.585)  0.00
C (2.437, -1.620, 0.790)  -0.01
Sb (0.498, -0.879, 1.139)  0.06
C (0.856, 0.096, 3.011)  0.15
C (0.878, -0.729, 4.104)  0.17
C (1.201, -0.200, 5.398)  0.24
C (1.501, 1.171, 5.571)  0.07
C (1.487, 1.991, 4.490)  0.10
C (1.169, 1.493, 3.169)  0.07
C (1.232, 2.461, 2.051)  0.05
C (-0.701, -2.521, 1.539)  0.00
C (-1.496, -2.503, 2.688)  0.00
C (-2.278, -3.606, 2.983)  0.00
C (-2.275, -4.688, 2.118)  0.00
C (-1.508, -4.668, 0.954)  0.00
C (-0.713, -3.580, 0.626)  0.00
C (0.109, -3.592, -0.649)  0.00
H (3.536, 0.152, -1.918)  0.00
H (3.088, 1.086, -0.488)  0.00
H (1.906, 0.045, -1.314)  -0.01
H (5.316, -1.161, -0.922)  0.00
H (5.983, -3.068, 0.480)  0.00
H (4.378, -4.087, 2.066)  0.00
H (2.106, -3.160, 2.284)  0.00
H (0.671, -1.787, 4.010)  0.03
H (1.207, -0.865, 6.258)  0.00
H (1.747, 1.559, 6.552)  0.01
H (1.730, 3.042, 4.611)  0.00
H (0.679, 3.372, 2.308)  0.04
H (0.842, 2.080, 1.114)  -0.01
H (2.277, 2.767, 1.891)  0.05
H (-1.523, -1.642, 3.346)  0.00
H (-2.888, -3.616, 3.877)  0.00
H (-2.885, -5.556, 2.340)  0.00
H (-1.529, -5.520, 0.283)  0.00
H (-0.205, -4.397, -1.311)  0.00
H (1.172, -3.731, -0.447)  0.00
H (-0.006, -2.655, -1.204)  0.00
Br (-6.870, -3.392, -1.217)  0.00
C (-6.065, -1.733, -1.068)  0.00
C (-6.857, -0.581, -1.034)  0.00
N (-6.256, 0.599, -0.961)  0.00
C (-4.951, 0.783, -0.952)  0.00
C (-4.124, -0.338, -1.031)  0.00
C (-4.694, -1.600, -1.064)  0.00
C (-2.659, -0.177, -1.080)  0.00
O (-1.918, -1.008, -0.499)  -0.01
O (-2.131, 0.785, -1.721)  0.01
H (-7.938, -0.622, -1.115)  0.00
H (-4.563, 1.791, -0.833)  0.00
H (-4.066, -2.484, -1.068)  0.00
O (0.398, 2.277, -1.058)  0.01
S (-0.464, 3.436, -1.712)  0.00
C (-0.820, 4.554, -0.343)  0.00
C (0.349, 5.538, -0.268)  0.00
C (0.665, 5.872, -1.721)  0.00
C (0.793, 4.521, -2.431)  0.00
H (-0.974, 3.922, 0.532)  0.00
H (-1.759, 5.051, -0.599)  0.00
H (1.210, 5.060, 0.209)  0.00
H (0.088, 6.419, 0.314)  0.00
H (1.575, 6.460, -1.833)  0.00
H (-0.151, 6.450, -2.160)  0.00
H (1.736, 4.015, -2.214)  0.00
H (0.629, 4.557, -3.508)  0.00

Output
lowest unoccupied orbital energy (spin up / spin down) = -0.3622 / -0.4414 Eh
HOMO energy (spin up / spin down) = -15.2369 / -15.2380 eV
largest force on an atom = 2.482 eV Å⁻¹
gap between HOMO and LUMO (spin up / spin down) = 5.4 / 3.2 eV
⟨S²⟩ = 0.8505
2S+1 = 2
charge = +3

(2)
Molecular formula: C32H35F3NO2PdSbSe2
Method: DFT, ωB97M-V/def2-TZVPD

Each line ends with the Mulliken charge.
Geometry (Å):
Pd (-0.094, 0.303, 0.626)  -0.72
O (-3.407, -5.630, 0.702)  -0.54
C (-3.321, -4.586, 1.706)  -1.30
C (-3.293, -3.196, 1.075)  1.41
C (-4.656, -2.839, 0.477)  -0.30
O (-5.233, -3.848, -0.361)  -0.69
C (-2.212, -3.159, -0.016)  -1.00
Se (-1.847, -1.422, -0.884)  -0.50
C (-2.938, -2.221, 2.215)  -0.14
Se (-4.245, -2.000, 3.688)  -0.65
H (-3.767, -6.406, 1.137)  0.32
H (-2.398, -4.729, 2.280)  0.37
H (-4.170, -4.651, 2.389)  0.48
H (-4.510, -1.944, -0.135)  -0.30
H (-5.349, -2.617, 1.293)  0.43
H (-4.636, -4.608, -0.340)  0.52
H (-2.500, -3.836, -0.821)  0.41
H (-1.264, -3.533, 0.385)  0.33
H (-2.722, -1.257, 1.758)  -0.55
H (-1.981, -2.550, 2.635)  0.38
F (6.477, 0.866, -5.517)  -0.37
C (5.421, 0.813, -4.652)  0.52
C (4.192, 1.264, -5.070)  -0.62
C (3.131, 1.200, -4.165)  -0.30
C (3.277, 0.704, -2.875)  -0.89
C (4.551, 0.261, -2.511)  0.40
C (5.630, 0.307, -3.382)  -0.77
Sb (1.507, 0.814, -1.437)  0.92
C (2.929, 1.865, -0.178)  0.24
C (3.239, 1.465, 1.116)  -0.43
C (4.145, 2.170, 1.900)  -0.35
C (4.723, 3.304, 1.371)  0.42
F (5.601, 4.014, 2.137)  -0.38
C (4.444, 3.747, 0.094)  -0.60
C (3.552, 3.007, -0.671)  -0.54
C (1.924, -1.238, -0.825)  0.51
C (1.504, -1.689, 0.434)  -0.32
C (1.654, -3.013, 0.826)  -0.82
C (2.197, -3.904, -0.078)  0.61
F (2.351, -5.205, 0.294)  -0.38
C (2.587, -3.524, -1.341)  -0.84
C (2.439, -2.186, -1.699)  -0.51
H (4.073, 1.652, -6.074)  0.41
H (2.158, 1.556, -4.494)  0.26
H (4.711, -0.129, -1.510)  0.39
H (6.617, -0.034, -3.095)  0.39
H (2.739, 0.595, 1.532)  0.21
H (4.388, 1.859, 2.908)  0.41
H (4.917, 4.643, -0.284)  0.42
H (3.350, 3.339, -1.685)  0.38
H (1.102, -1.023, 1.222)  0.23
H (1.326, -3.355, 1.799)  0.35
H (2.994, -4.259, -2.022)  0.42
H (2.743, -1.888, -2.696)  0.42
C (-3.253, 1.163, 1.881)  -1.03
N (-3.313, 1.056, 0.401)  1.48
C (-4.707, 0.936, -0.061)  -1.11
C (-2.558, 2.121, -0.369)  -0.95
C (-1.622, 2.934, 0.474)  1.34
C (-1.972, 4.250, 0.764)  -0.49
C (-1.160, 5.038, 1.565)  -0.56
C (0.001, 4.475, 2.081)  -0.66
C (0.329, 3.157, 1.789)  -0.03
C (-0.456, 2.319, 0.975)  -0.75
H (-3.821, 0.335, 2.320)  0.24
H (-3.658, 2.132, 2.175)  0.39
H (-2.209, 1.093, 2.180)  0.33
H (-2.832, 0.164, 0.086)  -1.03
H (-5.232, 1.867, 0.154)  0.38
H (-5.173, 0.104, 0.463)  0.34
H (-4.693, 0.736, -1.132)  0.34
H (-3.304, 2.742, -0.873)  0.47
H (-2.002, 1.545, -1.113)  0.24
H (-2.886, 4.669, 0.349)  0.28
H (-1.426, 6.066, 1.782)  0.35
H (0.653, 5.066, 2.716)  0.39
H (1.245, 2.762, 2.214)  0.26

Output
lowest unoccupied orbital energy = 0.1570 Eh
HOMO energy = -1.1635 eV
largest force on an atom = 1.026 eV Å⁻¹
gap between HOMO and LUMO = 5.4 eV
charge = -2

(3)
Molecular formula: C32H35FN7O3S2W
Method: DFT, ωB97M-V/def2-TZVPD

Each line ends with the Mulliken charge.
Geometry (Å):
W (-0.039, -0.075, -0.432)  0.31
C (-4.214, -1.662, 0.272)  -1.74
C (-2.947, -1.085, -0.285)  -0.78
N (-1.790, -0.924, 0.394)  0.99
O (-1.716, -1.405, 1.715)  -0.57
C (-2.850, -0.627, -1.616)  1.08
C (-3.984, -0.520, -2.579)  -1.65
N (-1.609, -0.276, -1.951)  0.72
O (-1.420, 0.207, -3.207)  -0.69
H (-4.097, -2.061, 1.279)  0.52
H (-4.585, -2.459, -0.372)  0.44
H (-4.989, -0.894, 0.318)  0.36
H (-2.329, -2.152, 1.835)  0.33
H (-4.927, -0.785, -2.114)  0.52
H (-3.804, -1.154, -3.447)  0.33
H (-4.035, 0.506, -2.945)  0.34
C (4.165, -0.214, -2.178)  -1.65
C (3.688, -1.001, -0.955)  1.83
C (4.848, -1.288, 0.002)  -1.63
C (2.991, -2.288, -1.320)  1.02
C (3.640, -3.162, -2.182)  -0.54
C (3.081, -4.373, -2.526)  -1.50
C (1.856, -4.711, -1.994)  -1.24
C (1.172, -3.869, -1.125)  0.71
C (-0.196, -4.349, -0.698)  0.55
C (-1.222, -3.534, -1.490)  -1.56
C (-0.443, -4.318, 0.808)  -1.36
C (1.732, -2.625, -0.783)  -0.94
N (1.087, -1.714, 0.153)  1.00
C (1.530, -1.837, 1.459)  2.63
C (2.417, -2.838, 1.907)  -1.25
C (2.838, -2.903, 3.221)  -0.67
C (2.387, -1.994, 4.168)  -0.83
C (1.506, -0.998, 3.779)  -0.77
C (1.106, -0.946, 2.463)  -0.44
F (0.222, 0.091, 2.097)  -0.33
H (4.686, 0.685, -1.854)  0.41
H (3.306, 0.075, -2.780)  0.22
H (4.847, -0.793, -2.793)  0.42
H (2.954, -0.373, -0.447)  -1.15
H (5.601, -1.896, -0.490)  0.40
H (4.497, -1.829, 0.879)  0.35
H (5.318, -0.361, 0.324)  0.42
H (4.604, -2.889, -2.580)  0.41
H (3.591, -5.041, -3.200)  0.41
H (1.417, -5.662, -2.252)  0.45
H (-0.282, -5.395, -1.006)  0.74
H (-0.920, -2.475, -1.479)  0.52
H (-2.223, -3.639, -1.078)  0.32
H (-1.241, -3.862, -2.526)  0.53
H (-0.439, -3.306, 1.202)  -0.10
H (0.329, -4.887, 1.320)  0.37
H (-1.402, -4.780, 1.032)  0.53
H (2.765, -3.569, 1.195)  0.56
H (3.534, -3.677, 3.510)  0.49
H (2.715, -2.056, 5.192)  0.43
H (1.129, -0.264, 4.475)  0.55
N (-0.708, 3.982, -0.916)  0.15
C (-2.052, 3.796, -0.703)  0.56
C (-3.117, 4.678, -0.762)  -1.10
C (-4.352, 4.215, -0.341)  -0.67
C (-4.504, 2.924, 0.151)  -0.92
C (-3.445, 2.033, 0.205)  -0.36
C (-2.207, 2.466, -0.250)  0.49
N (-0.972, 1.834, -0.249)  0.46
C (-0.077, 2.808, -0.620)  -0.69
C (1.287, 2.594, -0.325)  -0.14
C (2.371, 3.454, -0.369)  -0.33
S (3.690, 2.786, 0.499)  -0.08
C (2.759, 1.402, 0.861)  -0.25
N (1.548, 1.382, 0.322)  0.13
H (-0.272, 4.770, -1.366)  0.31
H (-2.988, 5.695, -1.094)  0.46
H (-5.204, 4.877, -0.362)  0.41
H (-5.466, 2.615, 0.526)  0.47
H (-3.561, 1.059, 0.649)  0.42
H (2.440, 4.403, -0.854)  0.47
H (3.147, 0.628, 1.497)  0.35
O (0.250, 2.215, -3.097)  -0.43
S (0.372, 0.797, -3.406)  0.18
N (0.843, 0.123, -2.057)  0.29

Output
lowest unoccupied orbital energy (spin up / spin down) = -0.1274 / -0.1274 Eh
HOMO energy (spin up / spin down) = -9.3311 / -9.3339 eV
largest force on an atom = 2.770 eV Å⁻¹
gap between HOMO and LUMO (spin up / spin down) = 5.9 / 5.9 eV
charge = +1

- Among the records above, which one has the lowest charge?
  C32H35F3NO2PdSbSe2

- Look up the largest force on an atom of the first one.
  2.482 eV Å⁻¹